# 1
ORCA calculation (wB97M-V/def2-TZVPD) on 2 unconnected molecules or ions with the total composition C27H32NO2.

Structure (XYZ):
```
62
Properties=species:S:1:pos:R:3:forces:R:3
H 1.754 -5.447 3.581 -0.1 0.1 -0.3
C -1.186 -1.165 -1.673 1.2 0.8 0.0
H -2.881 -3.172 -1.868 -0.1 0.2 -0.1
O 1.583 5.835 -0.646 0.1 -1.0 1.4
C 3.055 -3.792 2.985 0.4 0.0 0.1
C 1.502 4.639 -0.006 0.3 0.3 0.0
C -3.200 0.172 -1.437 0.1 0.3 -0.3
C 2.109 3.493 2.041 0.3 0.4 -0.5
H -0.833 -2.467 1.116 0.2 0.3 0.1
C -5.265 -0.780 -2.506 0.1 -0.2 0.3
C -4.755 -2.181 -2.195 0.1 0.0 -0.1
C 2.130 6.815 0.333 -0.2 0.3 -0.3
H 0.801 1.343 -0.245 0.1 0.3 -0.1
C 1.113 2.294 0.156 0.2 -0.4 0.4
H 1.823 -0.315 -0.906 0.0 -0.1 -0.1
C 2.475 6.049 1.618 0.2 0.3 0.3
H 1.623 -2.382 -2.826 -0.1 0.0 0.2
H 1.518 -0.065 -2.621 -0.2 0.1 0.3
C 0.404 -0.737 1.540 0.5 0.3 0.0
H 2.834 1.230 2.887 -0.1 0.0 -0.3
H 3.977 -3.896 2.402 -0.1 0.1 0.1
H 1.442 -2.603 -1.083 -0.1 0.0 -0.2
C 1.115 -0.547 -1.714 0.5 -0.3 -0.3
C 2.588 -1.236 2.576 -0.2 -0.5 0.3
C -0.292 -0.153 -1.399 -1.7 -0.7 -0.8
C 1.010 3.449 -0.578 0.0 0.7 -0.1
H -5.144 -2.916 -2.908 0.0 0.1 0.1
C 2.019 4.659 1.317 -0.3 -0.6 -0.4
C 2.085 -4.933 2.670 -0.4 -0.4 0.1
H 3.328 -3.783 4.047 -0.1 0.0 -0.2
H 2.513 3.507 3.053 0.0 0.0 -0.2
C 2.071 1.069 2.117 -0.1 0.1 0.4
H 3.555 6.084 1.812 -0.3 -0.1 0.0
N -2.546 -1.122 -1.635 -0.5 0.0 0.6
H 3.531 -0.892 3.008 -0.2 0.0 -0.2
H 1.352 7.569 0.511 0.2 -0.3 -0.2
H -0.328 0.010 1.228 0.2 -0.4 0.0
H 0.579 3.478 -1.575 0.1 -0.2 0.1
C -0.460 -2.415 -2.142 0.2 -0.1 -0.1
H -2.951 -2.238 -3.361 -0.2 0.0 0.2
C 2.287 -2.578 2.571 -0.6 0.5 -0.5
C -3.238 -2.224 -2.291 0.0 -0.4 -0.6
H -0.662 -2.625 -3.209 -0.1 0.1 0.4
C 1.715 2.256 1.442 -0.2 0.4 0.3
H -2.838 0.634 -0.510 0.1 -0.2 -0.1
H -2.900 0.856 -2.251 0.1 -0.1 0.0
H 3.005 7.297 -0.121 -0.4 -0.3 0.0
H -0.741 -3.321 -1.584 0.0 0.3 -0.1
C 1.048 -2.999 2.023 0.1 -0.3 -0.2
C -4.731 0.137 -1.414 0.0 0.0 0.0
C 1.668 -0.281 2.034 -0.1 -0.2 0.0
C 1.031 -2.080 -1.955 0.2 0.2 0.2
H 1.957 6.468 2.489 0.2 0.0 -0.2
H -5.098 -0.200 -0.435 0.1 0.0 -0.2
H 2.508 -5.670 1.979 -0.3 0.2 0.1
H -6.354 -0.771 -2.546 0.0 0.1 0.0
C 0.107 -2.082 1.511 -0.1 -0.6 0.2
H -4.891 -0.455 -3.483 -0.1 0.0 0.0
O 0.878 -4.349 2.029 0.9 1.4 0.3
H -5.092 1.159 -1.557 0.1 -0.1 0.1
H -5.071 -2.491 -1.190 -0.1 0.1 -0.2
H -0.637 0.863 -1.210 0.1 -0.3 -0.1
```
Positions in Å, forces in eV/Å.

* energy: -34096.0905 eV
* orbital gap: 4.9 eV
* LUMO energy: -4.8 eV
* charge: +1
* ΔE to the lowest compared entry with this formula, charge and spin: 0.0 kcal per mole
* multiplicity: 1
* HOMO level: -9.6243 eV



# 2
ORCA calculation (wB97M-V/def2-TZVPD) on 12 unconnected molecules or ions with the total composition C10H44FN21O10.

Structure (XYZ):
```
86
Properties=species:S:1:pos:R:3:forces:R:3
H -4.010 2.916 -2.400 0.2 -0.1 0.3
H -2.971 -2.012 -3.932 -0.8 -0.1 0.1
H -4.255 4.459 -1.095 0.6 0.9 0.5
C -0.114 3.734 -2.261 -1.0 -1.4 -1.4
H 3.820 -4.665 -1.137 -0.2 0.4 0.1
N -3.823 2.334 -1.596 -1.6 -2.6 -3.6
H -2.262 0.357 -2.826 0.1 -0.1 0.3
N -4.149 -1.261 3.954 -0.5 0.0 -0.2
C -2.917 -1.523 3.401 -1.5 7.2 -1.4
H -2.268 -2.331 0.029 0.5 0.4 0.6
N 2.288 0.374 3.767 -2.3 0.6 2.8
H 2.027 1.694 -0.480 -0.3 0.5 0.2
O -0.575 4.781 -2.576 -0.8 3.8 -0.5
N -0.820 -2.425 -4.313 1.5 -0.1 1.8
H -0.900 -6.387 1.063 0.2 -0.2 0.6
H -3.067 4.592 0.269 -0.8 0.6 -0.3
N -0.286 -4.287 0.400 -0.7 2.1 -3.4
H 1.991 0.371 -1.858 0.0 -0.9 -0.2
C 2.636 -3.005 -0.867 1.4 -2.4 -1.0
H 3.488 -4.224 0.503 0.1 -0.1 -0.3
N -2.876 -2.246 -4.910 -3.4 1.3 1.3
H -4.506 -0.316 3.945 0.1 -0.4 -0.2
H 0.241 1.936 2.041 0.1 0.7 0.6
C -3.425 2.834 -0.454 -1.7 0.9 -4.3
N -3.509 4.117 -0.506 -0.2 4.7 0.7
N 3.663 3.627 2.272 2.3 0.1 0.4
O -3.437 -1.648 -1.978 -3.3 -2.2 -1.5
N 3.311 0.702 1.902 1.1 1.2 -2.3
O 0.434 -4.032 2.487 1.0 2.2 2.2
H -1.321 2.116 1.370 -0.7 0.6 0.2
H 3.996 0.367 1.240 -0.4 0.6 -0.4
H -0.256 -6.246 2.708 -0.3 -0.3 -0.3
H -3.703 -2.171 -5.483 0.7 -0.3 -0.2
O 1.574 2.870 2.441 -1.0 -0.6 0.5
H 0.013 2.181 -1.008 -0.3 -0.3 0.3
N 2.930 2.074 -0.728 -3.6 2.9 4.0
N -0.513 -5.841 1.819 -2.6 -7.0 2.0
O 3.920 -1.098 3.075 -1.5 1.9 0.4
H -1.199 3.381 -0.652 0.5 0.0 -0.1
H 0.964 5.089 1.899 0.2 0.4 -0.2
N -1.898 -1.466 -0.340 -0.7 -1.4 0.8
N -2.409 -2.603 3.736 2.1 -6.9 2.0
O 2.450 -2.739 -2.029 -0.5 0.8 -2.0
H 4.227 4.411 1.977 0.2 -0.5 0.2
H -0.890 -4.808 -0.220 0.4 0.5 -0.1
H -1.103 0.955 2.546 -0.3 -0.3 0.6
H 1.937 1.287 3.512 -0.4 -0.1 0.9
F 0.379 0.380 -0.511 -0.1 0.4 0.3
H -3.845 1.342 -1.781 0.0 0.1 0.4
H 2.249 -2.559 1.113 -0.2 0.4 -0.2
H -1.241 0.356 -1.388 0.6 0.4 -0.6
N 0.450 2.925 -3.135 2.0 -0.6 -2.7
H 4.078 2.758 2.574 0.1 0.1 -0.3
C 3.617 1.458 -1.608 1.9 -1.5 -2.3
H 0.689 1.961 -2.948 0.2 0.4 -0.3
H -0.441 0.880 1.081 0.6 -1.0 -1.0
H 3.409 -0.243 -2.750 -0.3 0.0 0.3
N 2.082 -2.400 0.130 -2.2 2.7 1.2
O -1.429 -3.110 -6.373 0.2 -0.8 -0.3
C -2.518 -1.088 -1.474 0.9 -1.8 2.5
O 4.737 1.854 -1.814 2.4 -0.1 -1.4
N -1.930 -0.085 -1.981 2.2 5.0 -2.7
H 1.552 -1.670 -0.324 -0.5 1.0 1.4
H 3.174 3.049 -0.634 -0.3 -0.3 0.4
O -3.002 2.234 0.430 3.3 -4.3 6.4
H 2.700 1.502 1.819 0.3 -0.4 -0.9
N 2.943 0.454 -2.186 -0.1 -0.8 -0.8
C 3.209 -0.049 2.959 3.3 -5.0 -0.2
H 0.076 -2.877 -4.429 0.2 1.1 0.5
N 3.377 -4.035 -0.483 2.0 -2.5 0.8
O -2.313 -0.658 2.735 -0.3 -0.1 0.3
H -1.438 -2.858 3.629 0.0 0.1 -0.5
H -1.152 -1.560 -3.912 1.9 -0.1 1.2
N -0.369 3.104 -1.157 -0.8 -1.1 4.8
H -3.016 -3.235 4.238 0.6 -0.2 0.0
H -1.147 -0.903 0.033 0.0 -0.6 0.2
N -0.655 1.516 1.836 -0.3 -0.7 -0.7
H 2.495 5.882 1.841 0.2 -0.5 0.1
H 2.182 -0.048 4.678 -0.1 0.3 -0.3
H 0.128 -3.406 0.130 -0.2 -0.1 -0.3
H -4.643 -1.986 4.455 0.0 0.5 0.0
N 1.971 5.019 1.880 -1.9 0.3 0.0
C 2.367 3.781 2.244 0.3 1.5 -0.7
C -0.143 -4.659 1.635 2.1 2.7 -0.5
H 0.655 3.412 -3.996 0.3 -0.8 -0.1
C -1.684 -2.663 -5.263 -0.4 -1.1 -4.1
```
Positions in Å, forces in eV/Å.

* energy: -65576.0676 eV
* orbital gap: 8.5 eV
* LUMO energy: -0.1 eV
* charge: 0
* multiplicity: 1
* HOMO level: -8.6250 eV



# 3
ORCA calculation (wB97M-V/def2-TZVPD) on a molecular structure, C42H105N7Na3O18P.

Structure (XYZ):
```
176
Properties=species:S:1:pos:R:3:forces:R:3
C -4.841 0.551 5.381 0.1 -0.4 -0.2
C 0.209 -4.714 -0.291 -1.4 0.2 1.0
H 3.404 -2.428 -2.764 -0.3 -0.2 0.5
H 3.498 0.822 -2.609 0.1 0.5 -0.5
H 0.428 2.251 5.517 0.4 -0.3 0.1
H -0.950 -0.044 -2.388 0.0 -0.2 -0.1
H -5.207 0.473 -2.437 -0.2 -0.8 0.0
H -3.535 0.268 0.571 0.4 0.7 -0.6
H -3.809 6.684 0.264 0.0 0.4 -0.4
H -4.541 -3.534 4.160 -0.2 0.1 0.3
O -4.474 5.575 2.839 0.7 0.6 -0.9
C 0.473 -0.916 -5.082 -0.3 0.4 1.3
H 4.920 -5.104 -0.239 0.2 0.3 -0.4
C 4.234 -0.388 1.308 -1.5 -1.0 0.3
H -3.945 0.753 5.968 0.0 -0.2 -0.2
H -0.382 -4.361 3.762 -0.9 -0.6 0.2
H 0.434 -0.872 4.436 0.5 0.1 -0.3
Na 1.246 -1.415 0.342 0.2 -0.6 0.5
Na -2.309 2.734 -0.846 0.1 0.4 0.3
C -5.708 0.547 3.129 1.4 0.6 -0.1
C -5.194 0.924 1.715 -0.5 0.3 0.0
O -3.020 -4.508 3.243 0.3 -0.7 0.4
N -4.259 -0.061 1.193 -2.3 -1.7 0.2
H 7.392 -5.507 0.136 0.4 -0.3 0.2
H -5.186 7.429 3.687 0.1 -0.7 0.9
H -1.448 2.133 -4.435 0.7 -0.3 -0.4
H -1.827 -4.076 0.479 0.0 0.0 -0.6
O -4.902 -2.975 -1.063 -1.0 -3.6 -0.3
N -1.339 3.390 3.076 -0.8 1.6 2.2
C -6.057 -0.468 -4.875 -1.7 -0.6 0.7
H -2.450 -2.621 4.003 -0.9 0.1 0.3
O -0.706 -0.479 -4.435 -1.6 -0.1 0.1
H -2.598 1.007 -2.166 -0.3 -0.1 0.9
C -3.614 0.901 -3.852 -0.7 1.8 0.6
N -2.690 1.646 -2.943 -1.8 -0.4 0.0
H -2.831 3.656 1.666 0.4 0.3 -0.3
C -0.862 -4.444 0.826 0.4 -2.2 1.0
H -1.101 -5.356 1.373 -0.1 -0.7 -0.5
H 7.697 2.396 -1.123 -0.3 0.6 0.3
C 7.275 -5.469 -0.947 -0.3 -0.6 0.5
H -3.260 -0.130 -3.886 -0.7 -0.4 0.1
C -2.709 3.750 2.745 -0.6 0.7 -1.8
O -6.235 0.780 -4.271 1.8 1.3 0.9
H -3.416 -4.557 -1.017 -0.5 -0.2 0.8
H 3.823 1.602 0.760 0.2 0.2 -0.3
O -4.541 0.785 3.997 -1.7 -0.1 0.4
H 8.887 -6.857 -1.363 -0.5 -0.4 -0.2
O -2.223 0.564 -0.532 1.1 -1.5 -0.1
C 4.080 6.542 -2.026 1.0 1.0 -1.5
C -0.284 4.718 0.410 -2.4 2.3 -0.1
H -3.892 6.100 -1.510 0.8 0.9 -0.3
C 5.338 1.146 -1.677 -1.0 -2.4 -0.1
C -4.782 6.974 2.782 -0.8 -0.1 0.2
H -2.370 5.930 3.162 0.1 0.1 -1.4
H 1.691 3.545 -1.845 0.4 0.0 -0.1
C -5.090 -1.034 0.422 1.5 -1.0 -1.0
H -3.503 -3.761 -2.458 -0.2 0.6 -0.5
H 4.946 -1.743 -3.007 0.7 -0.5 0.2
H -5.460 2.051 -2.853 0.7 0.6 -0.9
C -0.615 0.453 -3.298 2.3 -3.1 -1.5
H 4.451 -2.411 2.991 -0.1 -0.4 0.5
C 4.431 -2.703 -3.005 -1.1 -0.8 -0.5
H -6.387 -1.214 -4.153 1.3 -0.7 0.7
H -2.521 -2.817 2.227 -0.1 0.5 0.1
O -1.316 1.505 1.443 0.7 -1.3 -0.6
C -5.157 1.113 -3.318 0.5 -1.5 -1.0
O 0.608 -3.505 -0.826 3.4 -0.5 1.7
H -3.172 5.052 4.256 -0.1 -0.1 0.7
H -6.040 1.067 1.043 -0.5 -0.4 -0.1
H -4.768 -3.754 2.457 0.1 0.4 -0.4
H 8.629 -4.347 -4.482 1.5 -0.2 0.1
H 4.342 -3.136 -4.002 0.4 0.4 -0.5
C 4.005 -2.727 2.048 1.2 0.5 0.3
H 2.266 6.109 -0.420 -0.4 0.3 0.3
H 4.311 -6.599 -0.792 -1.0 0.2 -0.4
H 1.580 6.109 -2.051 -0.7 0.1 0.0
H 2.453 0.810 1.304 -0.6 -0.5 -0.4
H -5.738 -1.648 1.048 0.1 0.0 0.3
C -3.733 5.870 -0.456 -2.6 0.1 -0.1
H 0.218 -2.002 -1.930 -0.5 0.1 -0.8
C 8.574 -5.847 -1.629 0.5 -0.3 2.3
C -4.165 -4.090 -1.657 0.4 1.4 0.0
H -5.086 -0.602 -5.352 -0.2 -0.3 0.0
H 7.274 -4.434 -3.779 -0.9 0.6 1.4
O 0.358 0.509 -0.256 -0.8 -0.4 0.2
H -6.931 -0.658 -5.498 0.4 0.7 -1.1
H 3.313 -4.924 -2.511 -0.5 -0.1 0.8
H 3.678 7.077 -2.886 -0.7 0.7 0.2
N 0.125 3.921 -0.666 -0.6 -0.6 -0.7
C -0.269 1.885 4.763 1.8 -0.5 -0.5
H 5.097 -0.614 0.681 0.0 0.0 0.1
H 5.601 0.105 -1.865 0.2 -0.6 0.0
O 5.888 1.484 -0.456 1.7 1.0 -0.1
H 8.690 -3.656 -2.828 -0.3 0.0 0.1
H 0.556 5.342 0.717 -0.2 0.1 0.8
H 4.515 -0.045 2.304 0.3 0.0 0.1
H -3.308 -2.232 0.116 0.2 -0.5 0.0
O 3.397 5.361 -1.868 0.9 -2.0 0.3
H -6.063 -0.479 3.233 0.7 -0.6 -0.4
H -1.314 2.581 2.472 1.3 -1.0 -0.1
P -1.004 0.311 0.444 -1.5 2.5 0.4
H -4.768 1.924 1.637 0.4 0.1 0.9
H -0.724 -2.705 1.510 1.0 1.1 -0.1
H 0.464 0.577 -3.203 0.1 0.6 0.4
H -0.178 -5.235 -1.167 -0.3 -0.9 0.3
C 4.917 -5.753 -1.115 -1.2 -1.9 -1.3
H 9.374 -5.287 -1.143 0.3 0.8 -0.2
H 1.141 -0.004 5.804 -0.1 -0.1 0.4
H -5.131 -5.038 3.467 1.0 -0.9 0.3
H -2.197 2.439 4.738 -0.8 0.2 0.3
H -1.265 6.189 -0.994 0.8 0.0 -0.2
H -5.634 7.084 2.112 0.2 -0.1 -0.4
H -0.219 -1.252 5.949 -0.1 0.5 0.6
C -1.279 2.977 4.503 -1.0 -1.2 -0.8
H 1.103 -5.178 0.125 -0.2 -0.2 0.1
H 1.140 -1.339 -4.330 0.6 0.2 0.1
H -4.604 5.230 -0.311 -0.4 0.1 0.5
O -0.775 0.597 5.153 -1.1 0.0 1.0
C -0.300 -2.884 -1.553 -2.6 2.4 -1.6
O 3.405 -1.601 1.484 -0.6 1.0 -0.8
O -2.689 5.071 -0.178 2.7 -2.4 0.6
H 0.920 -0.057 -5.582 0.4 -0.3 -0.4
H 4.646 -5.379 -3.384 0.9 -0.5 0.0
H -5.183 -0.477 5.504 0.3 -0.4 0.1
C 3.314 0.644 0.656 1.3 -0.3 0.5
H -5.740 -0.520 -0.286 -0.3 0.3 0.0
H -4.029 7.722 2.533 0.7 -0.7 -0.6
H 4.845 -3.077 1.448 0.1 -0.2 -0.4
H 0.235 1.649 3.826 0.6 0.6 -0.2
O -1.086 -1.012 1.239 0.1 0.5 -0.5
H 2.050 0.347 -0.846 -0.3 0.8 -0.8
C 1.497 4.202 -0.997 1.5 -2.9 -0.6
H 2.038 3.778 -0.151 0.9 0.1 0.0
H -5.660 1.125 5.815 -0.1 0.7 -0.5
H 6.391 -6.605 -2.277 -0.6 -0.3 -0.3
C 2.128 5.513 -1.322 -0.9 2.0 0.1
H -0.702 4.107 1.210 0.5 0.3 0.3
H 7.729 0.717 -1.179 -0.3 -0.6 0.1
H -1.422 6.449 0.732 -0.6 0.3 0.2
C -1.350 1.691 -3.443 -0.1 2.0 -0.9
H -1.168 -2.519 -1.005 -0.1 0.4 0.6
H 4.235 7.186 -1.160 -0.6 -0.1 0.4
H 5.084 6.403 -2.426 0.2 -0.9 0.4
Na -2.575 0.145 2.868 0.5 -0.1 0.0
H -3.873 -1.382 -1.338 0.8 0.7 0.3
H -3.408 1.283 -4.852 -0.6 0.2 -0.2
H -3.375 2.939 3.039 -0.6 0.4 0.9
C -0.834 -3.540 3.204 2.8 -0.8 -1.1
O 4.932 -3.727 -2.159 0.6 2.0 -0.3
H 6.959 -4.435 -1.089 0.2 0.2 -0.6
O 8.598 -5.749 -2.990 0.4 -0.3 -1.1
H 3.307 -3.553 2.186 -0.2 0.3 0.0
H 0.253 -1.765 -5.729 -0.3 0.4 -0.3
H 0.144 3.034 -0.182 0.5 -1.1 -0.9
C -4.186 -1.972 -0.476 0.4 2.4 0.3
H -0.316 -2.697 3.662 -0.2 0.3 -0.1
N 6.195 -6.413 -1.304 1.6 1.3 0.2
H -1.203 3.807 5.206 0.2 0.1 -0.2
H -0.808 -3.491 -2.302 0.6 -0.3 -0.8
H 5.761 1.623 -2.561 -0.2 1.0 0.1
H -6.611 1.058 3.463 0.3 1.0 0.0
H 3.555 2.241 -1.541 -0.3 0.2 0.1
C 8.311 -4.470 -3.446 -0.8 0.2 -2.1
C 4.394 -4.997 -2.395 -0.3 0.2 1.7
C -4.388 -4.249 3.351 -0.8 1.6 -0.3
C -2.258 -3.297 3.170 -2.2 -0.6 0.7
H 7.685 1.450 0.441 0.3 0.3 -0.2
H -4.837 -4.825 -2.100 -0.2 0.3 0.5
C -1.408 5.681 -0.040 0.1 0.9 0.4
N 3.054 0.298 -0.751 1.6 0.5 1.6
C 0.216 -0.416 5.402 -0.5 0.5 -1.5
H -0.730 2.395 -2.889 -0.3 0.5 0.4
C 7.317 1.530 -0.582 -0.3 -0.2 0.5
C -3.134 5.151 3.172 -0.7 0.0 2.8
N -0.317 -3.570 1.836 1.0 1.3 -0.8
C 3.827 1.190 -1.638 -1.3 -0.1 -1.1
```
Positions in Å, forces in eV/Å.

* energy: -115073.7615 eV
* orbital gap: 8.1 eV
* LUMO energy: 0.1 eV
* charge: 0
* ΔE to the lowest compared entry with this formula, charge and spin: 229.5 kcal per mole
* multiplicity: 1
* HOMO level: -7.9230 eV



# 4
ORCA calculation (wB97M-V/def2-TZVPD) on a molecular structure, C4H8N2O.

Structure (XYZ):
```
15
Properties=species:S:1:pos:R:3:forces:R:3
O -1.704 0.501 0.196 -0.1 0.1 0.0
C 0.614 -0.359 0.610 -0.1 0.1 0.1
N -1.560 -1.795 0.379 0.4 0.5 0.2
H -2.214 -0.601 0.003 0.1 0.2 -0.1
H 0.973 -0.349 1.650 -0.1 0.0 -0.2
H 2.373 -1.099 -0.104 -0.1 0.0 -0.1
C -0.801 1.130 -0.717 0.1 0.1 0.0
H 1.166 -2.204 -0.083 0.0 0.1 -0.1
H -0.735 0.561 -1.653 -0.1 0.1 0.1
H 1.405 1.302 -0.582 -0.3 -0.1 0.1
H -1.129 2.153 -0.921 0.0 -0.2 0.0
C 0.534 1.074 0.044 0.0 0.0 0.0
H 0.496 1.794 0.868 0.0 -0.1 -0.1
N 1.381 -1.230 -0.276 0.2 -0.1 0.1
C -0.800 -0.877 0.585 -0.2 -0.6 -0.1
```
Positions in Å, forces in eV/Å.

* energy: -9302.2102 eV
* orbital gap: 10.2 eV
* LUMO energy: 0.9 eV
* charge: 0
* ΔE to the lowest compared entry with this formula, charge and spin: 96.5 kcal per mole
* multiplicity: 1
* HOMO level: -9.3244 eV



Which of these has the lowest orbital gap?
C27H32NO2